No. 1
A structure of composition C27H35BO2S at a distorted geometry. Source: the Open Molecules 2025 dataset; level of theory: ωB97M-V/def2-TZVPD.

Geometry (Å):
C1 0.15109 -5.82150 -0.46970
C2 -0.05177 -4.40571 -0.04772
C3 0.89779 -3.76616 0.77429
C4 0.77373 -2.44395 1.12384
C5 -0.40482 -1.62694 0.73515
B1 -0.13560 -0.06479 0.32732
C6 -1.11957 -1.07087 1.92731
C7 -0.55163 -0.86793 3.17290
C8 -1.55047 -0.65547 4.15304
C9 -2.84356 -0.67510 3.65248
C10 -4.08663 -0.58958 4.43864
S1 -2.84010 -0.86792 1.93990
O1 0.93204 0.56767 0.90700
C11 0.62040 1.98736 0.90540
C12 0.78292 2.49793 2.32453
C13 1.67137 2.64165 0.04100
C14 -0.86803 2.06375 0.30405
C15 -1.92437 2.43430 1.32554
C16 -1.03767 2.95914 -0.90251
O2 -1.14973 0.71576 -0.16588
C17 -1.34043 -2.35770 -0.14753
C18 -1.17426 -3.67037 -0.47852
H1 -0.67539 -6.13207 -1.10898
H2 1.08785 -5.90944 -1.02736
H3 0.21376 -6.50607 0.38234
H4 1.76254 -4.35721 1.12399
H5 1.48700 -1.99946 1.82874
H6 0.50791 -0.98642 3.38621
H7 -1.34016 -0.52898 5.20951
H8 -3.81770 -0.66302 5.49613
H9 -4.60841 0.35272 4.23852
H10 -4.76457 -1.40993 4.18994
H11 0.48901 3.55197 2.38668
H12 0.19421 1.92808 3.04368
H13 1.83856 2.40667 2.60727
H14 1.58525 3.73671 0.06630
H15 2.66957 2.33849 0.38427
H16 1.57826 2.31787 -1.00296
H17 -1.83038 3.49567 1.58773
H18 -2.91878 2.26471 0.89631
H19 -1.83163 1.82978 2.23287
H20 -0.75586 3.99282 -0.66464
H21 -0.43315 2.61461 -1.74958
H22 -2.09145 2.95231 -1.21474
H23 -2.25672 -1.83587 -0.44491
H24 -1.92301 -4.18113 -1.10229
C19 -0.16925 -1.03669 -2.67721
C20 1.09320 -0.44745 -2.20307
C21 2.07515 -1.25861 -1.46183
C22 1.55208 0.75268 -2.82369
C23 2.89687 1.21764 -2.68892
C24 3.28880 2.46374 -3.15444
C25 2.38902 3.28448 -3.84095
C26 1.09148 2.82474 -4.07415
C27 0.67242 1.58813 -3.59145
H25 -1.04449 -0.55609 -2.21959
H26 -0.27594 -0.93000 -3.77054
H27 -0.22141 -2.10722 -2.44285
H28 2.33203 -0.76645 -0.51844
H29 1.70484 -2.25564 -1.21672
H30 3.01474 -1.36247 -2.03902
H31 3.63436 0.57121 -2.21385
H32 4.30701 2.80969 -2.96302
H33 2.69072 4.25620 -4.23647
H34 0.39185 3.45384 -4.62784
H35 -0.34090 1.24187 -3.82151

Its orbital gap is 3.58 eV. Its total energy is -1623.30222 hartree. The value obtained for the molar mass is 434.45 g mol⁻¹. The HOMO energy is -5.1 eV. The LUMO energy is -1.49 eV.

***

No. 2
The molecule C5H9BrN4 at a distorted geometry. Source: the Open Molecules 2025 dataset; level of theory: ωB97M-V/def2-TZVPD.

Geometry (Å):
C1 -1.62229 0.67728 -1.63471
C2 -2.50552 1.23407 -0.42840
C3 -1.05909 0.92144 -0.27374
C4 3.13007 -0.13864 0.40352
C5 -0.66850 -0.26975 0.66960
N1 3.25241 -1.32906 0.70735
N2 2.31441 -2.19794 0.92268
N3 1.10404 -1.74299 0.80130
N4 0.73437 -0.47727 0.78982
Br1 4.59701 0.67474 -0.56840
H1 -1.82686 -0.29423 -2.15113
H2 -1.20633 1.36024 -2.27693
H3 -3.09383 2.16644 -0.44898
H4 -3.08199 0.41781 -0.01622
H5 -0.58913 1.88579 -0.12388
H6 2.51293 0.62250 0.77647
H7 -1.10832 0.02635 1.61596
H8 -1.23676 -1.09015 0.37289
H9 0.35337 -2.44663 0.86279

Its orbital gap (spin up / spin down) is 8.26 / 8.26 eV. Its total energy is -2988.74046 hartree. The energy relative to the best compared isomer or geometry (same formula, charge and spin) comes out at 93.57 kcal/mol. The value obtained for the molar mass is 205.06 g mol⁻¹. The HOMO energy (spin up / spin down) is -8.4 / -8.4 eV. The LUMO energy (spin up / spin down) is -0.15 / -0.15 eV.

***

No. 3
The molecule C4H3N3O at a distorted geometry. Source: the Open Molecules 2025 dataset; level of theory: ωB97M-V/def2-TZVPD.

Geometry (Å):
H1 0.44990 -1.62572 2.85088
N1 -0.20872 -0.65869 2.78399
C1 0.31130 -0.31788 1.49090
N2 1.19604 -0.99115 0.47432
C2 0.68272 -0.51117 -0.62090
C3 -0.11596 0.65606 -0.39504
C4 -0.73852 1.10226 -1.62504
O1 -0.56522 0.21632 -2.65115
N3 -0.43722 0.70365 0.79498
H2 0.76366 -1.15321 -1.64361
H3 -1.37978 2.09607 -1.47059

Its orbital gap is 8.51 eV. Its total energy is -393.54160 hartree. The energy relative to the best compared isomer or geometry (same formula, charge and spin) comes out at 111.58 kcal/mol. The value obtained for the molar mass is 109.09 g mol⁻¹. The HOMO energy is -10.8 eV. The LUMO energy is -2.33 eV.

***

No. 4
A cluster of 2 separate species, C9H12BrCl2N4OS in total at a distorted geometry. Source: the Open Molecules 2025 dataset; level of theory: ωB97M-V/def2-TZVPD.

Geometry (Å):
C1 1.72278 -1.29014 -1.41486
C2 1.43522 0.19913 -1.13694
N1 0.37136 0.44997 -0.13389
N2 -0.90413 0.26219 -0.70665
N3 -1.41056 -0.93926 -0.59022
C3 -2.56605 -1.12860 -1.13959
O1 -3.12292 -2.37408 -1.05407
C4 -2.23510 -3.31482 -1.30530
N4 -1.62280 -4.22753 -1.63335
C5 -3.25362 -0.10263 -1.79363
S1 -4.84263 -0.43136 -2.51831
C6 -2.71894 1.14007 -1.86414
C7 -1.46256 1.31040 -1.29299
Br1 -0.59967 2.96496 -1.35263
H1 1.68608 -1.50690 -2.47952
H2 1.03510 -1.95785 -0.89630
H3 2.71649 -1.53747 -1.04552
H4 1.15105 0.70608 -2.05930
H5 2.32988 0.71125 -0.79593
H6 0.44336 -0.20437 0.63587
H7 -4.49168 -1.41209 -3.37721
H8 -3.22188 1.97034 -2.33287
Cl1 0.55197 2.05146 4.34976
C8 2.19802 1.38732 4.50841
C9 2.91365 1.34247 3.18448
Cl2 2.18933 0.13730 2.07769
H9 2.12106 0.39931 4.95509
H10 2.74079 2.03509 5.19434
H11 3.95201 1.05164 3.33142
H12 2.89439 2.30808 2.68619

Its total charge is +1. Its orbital gap is 8.06 eV. Its total energy is -4536.62705 hartree. The energy relative to the best compared isomer or geometry (same formula, charge and spin) comes out at 0.00 kcal/mol. The value obtained for the molar mass is 375.10 g mol⁻¹. The HOMO energy is -13.3 eV. The LUMO energy is -5.21 eV.

***

Among the records above, which one has the highest molar mass? C27H35BO2S

***

Repeat the fourth record exactly.
A cluster of 2 separate species, C9H12BrCl2N4OS in total at a distorted geometry. Source: the Open Molecules 2025 dataset; level of theory: ωB97M-V/def2-TZVPD.

Geometry (Å):
C1 1.72278 -1.29014 -1.41486
C2 1.43522 0.19913 -1.13694
N1 0.37136 0.44997 -0.13389
N2 -0.90413 0.26219 -0.70665
N3 -1.41056 -0.93926 -0.59022
C3 -2.56605 -1.12860 -1.13959
O1 -3.12292 -2.37408 -1.05407
C4 -2.23510 -3.31482 -1.30530
N4 -1.62280 -4.22753 -1.63335
C5 -3.25362 -0.10263 -1.79363
S1 -4.84263 -0.43136 -2.51831
C6 -2.71894 1.14007 -1.86414
C7 -1.46256 1.31040 -1.29299
Br1 -0.59967 2.96496 -1.35263
H1 1.68608 -1.50690 -2.47952
H2 1.03510 -1.95785 -0.89630
H3 2.71649 -1.53747 -1.04552
H4 1.15105 0.70608 -2.05930
H5 2.32988 0.71125 -0.79593
H6 0.44336 -0.20437 0.63587
H7 -4.49168 -1.41209 -3.37721
H8 -3.22188 1.97034 -2.33287
Cl1 0.55197 2.05146 4.34976
C8 2.19802 1.38732 4.50841
C9 2.91365 1.34247 3.18448
Cl2 2.18933 0.13730 2.07769
H9 2.12106 0.39931 4.95509
H10 2.74079 2.03509 5.19434
H11 3.95201 1.05164 3.33142
H12 2.89439 2.30808 2.68619

Its total charge is +1. Its orbital gap is 8.06 eV. Its total energy is -4536.62705 hartree. The energy relative to the best compared isomer or geometry (same formula, charge and spin) comes out at 0.00 kcal/mol. The value obtained for the molar mass is 375.10 g mol⁻¹. The HOMO energy is -13.3 eV. The LUMO energy is -5.21 eV.

***

Among the records above, which one has the lowest molar mass? C4H3N3O

***

Among the records above, which one has the lowest molar mass? C4H3N3O